74
Properties=species:S:1:pos:R:3:forces:R:3:mulliken_charge:R:1 method="wB97M-V/def2-TZVPD" total_charge=-1 total_energy_ha=-3724.6535 max_force_ev_per_a=0.65 de_lowest_kcal_mol=4.0
Cu -0.2290 -0.2231 -0.4435 0.080 -0.631 0.150 -0.79
O -1.2708 6.6178 -0.7829 0.200 0.060 0.025 -0.74
C -0.1368 6.1098 -0.8852 -0.078 -0.102 -0.279 0.40
O 0.9898 6.6158 -1.0402 -0.150 0.037 0.128 -0.74
C -0.1412 4.5583 -0.8252 0.032 0.129 0.161 -0.64
C 1.0347 3.8486 -0.6411 0.121 -0.094 -0.052 -0.37
C 0.9797 2.4704 -0.4899 -0.090 0.040 0.009 0.59
N -0.1750 1.8025 -0.5335 -0.007 0.249 -0.280 0.66
C -1.3030 2.4654 -0.8059 0.134 0.056 0.074 0.64
C -1.3260 3.8466 -0.9275 -0.174 -0.119 0.034 -0.46
C -2.4867 1.5908 -0.9995 0.003 -0.143 -0.010 0.66
C -3.7958 2.0586 -0.9737 -0.013 0.143 0.081 -0.68
C -4.8305 1.1676 -1.1864 0.013 -0.027 0.084 -0.57
C -4.5332 -0.1703 -1.4028 -0.028 0.002 -0.049 -0.63
C -3.2037 -0.5539 -1.4065 0.069 -0.015 -0.025 -0.32
N -2.1999 0.3007 -1.2229 -0.447 0.169 -0.113 -0.37
C 2.1787 1.6158 -0.3119 0.014 -0.115 -0.084 0.48
C 3.3484 2.0819 0.2816 -0.053 0.093 0.052 -0.69
C 4.4341 1.2316 0.3718 0.017 -0.047 -0.020 -0.74
C 4.3175 -0.0602 -0.1233 0.012 0.036 0.043 -0.70
C 3.1091 -0.4442 -0.6803 -0.083 -0.014 0.043 -0.35
N 2.0592 0.3667 -0.7804 0.318 0.202 -0.101 -0.35
H 1.9695 4.3954 -0.6472 -0.043 0.009 0.049 0.60
H -2.2411 4.3976 -1.1025 0.060 0.028 0.006 0.52
H -3.9920 3.1031 -0.7710 -0.006 -0.035 -0.005 0.40
H -5.8588 1.5059 -1.1612 0.013 0.017 -0.014 0.41
H -5.3143 -0.8994 -1.5744 0.029 -0.004 0.023 0.41
H -2.9157 -1.5880 -1.5690 0.001 0.038 0.040 0.40
H 3.3867 3.0884 0.6784 0.018 -0.026 -0.027 0.42
H 5.3598 1.5650 0.8237 -0.018 0.018 0.023 0.42
H 5.1450 -0.7552 -0.0756 -0.014 -0.019 -0.008 0.41
H 2.9681 -1.4516 -1.0600 0.000 0.048 0.001 0.53
C -0.9904 0.6631 5.6511 0.024 0.136 -0.117 -1.83
C 0.4760 0.7032 5.2874 0.060 -0.101 0.008 1.61
C 1.3593 1.0462 6.3161 -0.048 -0.027 -0.019 -0.79
C 2.7318 1.0643 6.1432 0.048 -0.004 0.002 -0.69
C 3.2639 0.7285 4.9083 -0.006 -0.005 -0.021 -0.76
C 2.4034 0.4148 3.8699 -0.083 0.073 0.016 -1.19
C 1.0082 0.3955 4.0202 0.164 0.018 -0.065 0.96
P 0.2092 -0.0061 2.3763 -0.011 -0.089 0.404 1.59
C -1.4362 0.8176 2.5193 -0.049 -0.035 0.079 1.06
C -2.6251 0.0829 2.5047 0.033 0.065 0.072 -0.47
C -3.8502 0.7016 2.6943 -0.029 -0.008 -0.073 -0.74
C -3.9091 2.0782 2.8681 -0.043 -0.011 -0.129 -0.95
C -2.7429 2.8231 2.8121 0.004 0.023 -0.029 -0.65
C -1.5003 2.2153 2.6354 0.085 -0.006 0.026 0.53
C -0.2672 3.0851 2.6239 -0.066 -0.061 0.059 -1.68
C -0.2550 -1.7725 2.6333 0.050 0.026 -0.029 0.48
C -0.5048 -2.2943 3.9013 -0.035 -0.045 -0.022 -0.60
C -0.9762 -3.5879 4.0729 -0.002 -0.010 0.021 -1.03
C -1.2045 -4.3724 2.9503 0.014 0.046 -0.034 -0.58
C -0.9116 -3.8779 1.6896 -0.067 -0.017 0.046 -1.03
C -0.4004 -2.5856 1.4874 0.047 0.003 -0.078 0.83
C 0.0157 -2.1305 0.1274 -0.056 0.012 0.154 -1.10
H -1.0974 0.4022 6.7060 -0.002 0.009 -0.029 0.51
H -1.5502 -0.0557 5.0621 -0.047 0.032 -0.057 0.25
H -1.4600 1.6384 5.5028 -0.026 0.016 -0.055 0.38
H 0.9444 1.2898 7.2894 0.008 -0.010 -0.021 0.41
H 3.3829 1.3293 6.9685 -0.036 0.003 -0.012 0.36
H 4.3360 0.7255 4.7499 -0.027 0.000 -0.005 0.42
H 2.8106 0.1917 2.8879 0.011 0.004 0.030 0.18
H -2.5842 -0.9920 2.3797 0.012 -0.010 0.008 0.29
H -4.7578 0.1083 2.7072 0.025 0.016 -0.020 0.42
H -4.8652 2.5698 3.0091 0.041 0.005 0.027 0.38
H -2.7850 3.9040 2.9063 0.003 -0.036 -0.011 0.45
H -0.4668 4.0298 2.1160 -0.014 -0.013 0.008 0.57
H 0.5666 2.5961 2.1195 -0.008 0.012 0.037 -0.07
H 0.0552 3.3121 3.6444 0.025 -0.026 -0.006 0.38
H -0.3434 -1.6813 4.7788 0.053 -0.057 -0.063 0.31
H -1.1728 -3.9712 5.0672 0.009 0.010 -0.014 0.42
H -1.5844 -5.3824 3.0608 -0.009 0.013 -0.015 0.37
H -1.0526 -4.5157 0.8228 0.021 0.027 0.001 0.38
H -0.3477 -2.8564 -0.6100 -0.003 -0.020 0.002 0.52
H 1.1130 -2.2070 0.1084 0.001 0.055 -0.032 0.30



44
Properties=species:S:1:pos:R:3:forces:R:3:mulliken_charge:R:1 method="wB97M-V/def2-TZVPD" total_charge=0 total_energy_ha=-939.6674 max_force_ev_per_a=5.77 de_lowest_kcal_mol=115.7 smiles=CN[C@@H](C)[C@H](C)O.O.O.O.O.O.O.O.O
C 2.4141 1.6031 0.5475 -1.085 -0.013 3.007 -0.61
N 2.2826 0.5163 1.5635 -2.673 0.776 -1.568 -0.36
C 1.3014 -0.5502 1.4086 -0.111 -1.141 4.888 0.57
C 0.0359 -0.1896 2.2741 2.539 2.204 1.919 0.08
C -0.9991 -1.2324 2.4224 -0.853 -3.544 3.675 -1.39
O -0.5468 1.0189 1.8088 1.135 2.003 0.137 -0.41
C 1.8263 -1.8721 2.1613 -5.675 -1.035 -0.186 -1.76
H 2.0103 1.3064 -0.4033 0.107 0.506 -0.321 -0.10
H 3.4377 1.8640 0.6267 1.133 0.234 -0.973 0.41
H 1.9274 2.5315 0.9807 -0.031 -0.809 -0.954 0.28
H 3.1264 0.2002 1.8920 2.217 -0.854 0.663 0.27
H 1.0985 -0.9106 0.4641 -0.711 -0.029 -2.560 0.43
H 0.6078 0.1031 3.3985 -1.817 -1.114 -2.934 0.17
H -1.7301 -1.2126 3.3981 1.894 0.708 -2.207 0.23
H -0.3748 -2.2032 2.6892 -1.733 1.797 -0.782 0.32
H -1.6908 -1.4752 1.6179 0.456 0.308 -0.496 0.36
H 0.1350 1.7704 1.9173 -1.301 -2.052 -0.079 0.29
H 2.7766 -1.9369 1.8410 3.608 -0.895 -0.342 0.70
H 1.5879 -1.8025 3.2742 1.045 -0.102 -1.434 0.35
H 1.1646 -2.8942 1.7567 2.224 3.043 0.977 0.24
H -0.6773 -3.7836 -1.2432 1.725 -0.454 -1.041 0.30
H 0.1651 -3.3622 -2.4292 -0.059 0.284 -0.217 0.33
O 0.1484 -4.0417 -1.7569 -1.396 -0.175 1.360 -0.64
H -3.7278 0.4578 2.7389 0.470 -0.189 -0.001 0.31
H -2.5421 0.7366 1.7075 0.372 -0.203 0.444 0.40
O -3.4412 0.9436 1.9646 -0.953 0.620 -0.461 -0.70
H 0.8300 1.5692 -3.7774 1.725 -0.020 1.760 0.29
H -0.5320 1.2399 -4.1578 1.547 0.564 -1.225 0.35
O 0.3505 1.5304 -4.5645 -3.279 -0.715 -0.826 -0.65
H -2.7023 2.9651 0.6919 -0.625 -0.090 0.551 0.30
H -1.1518 2.7202 0.7383 -2.546 0.187 -1.665 0.30
O -1.9650 2.8188 0.1113 2.929 -0.124 0.869 -0.68
H -0.7441 -0.8115 -2.1680 -0.778 -1.843 0.037 0.30
H -2.0832 -1.5804 -2.2366 0.560 -0.068 -0.003 0.21
O -1.1388 -1.7423 -2.0907 0.343 2.155 0.019 -0.51
H 0.4435 2.4949 -1.9362 -1.133 -0.731 0.518 0.27
H -0.8310 1.8266 -1.2076 -0.231 0.761 0.297 0.16
O -0.0578 1.6668 -1.7491 1.219 0.006 -0.514 -0.38
H -3.3171 -0.3066 -3.1230 0.050 0.382 -0.331 0.26
H -2.8167 0.9290 -2.4258 -0.132 0.751 0.816 0.32
O -2.6861 0.4236 -3.2139 -0.169 -0.813 -0.589 -0.58
H 2.2391 -0.0955 -1.3034 0.887 0.228 -2.727 0.29
H 3.1427 -1.0636 -1.9826 -0.683 1.959 -1.274 0.33
O 2.7040 -0.1697 -2.2259 -0.208 -2.466 3.773 -0.65